[1]
ORCA calculation (the ωB97M-V functional and the def2-TZVPD basis) on a cluster of 14 separate species, C14H56N8O14 in total.

Its total energy is -56010.256 eV. For the HOMO energy, the calculation gives -8.98 eV. The calculation puts the energy above the lowest of the compared OMol25 structures with the same formula, charge and spin at 70.5 kcal per mole.

Each line ends with the Löwdin charge.
Element x y z (Å)
H (-1.10, 1.76, -2.07)  0.060
N (0.82, -2.06, 2.85)  0.190
C (0.24, 0.19, 0.62)  -0.712
H (0.21, -1.01, -0.97)  0.073
H (1.03, 1.66, -4.21)  0.060
H (-2.56, 4.17, 3.93)  0.104
H (3.23, 3.45, 0.27)  0.064
O (1.90, 1.87, -3.88)  -0.119
C (3.45, -1.37, -3.18)  -0.175
H (5.24, -0.04, -1.16)  0.067
H (-2.19, 4.98, 1.10)  0.086
H (2.86, 4.89, 1.12)  0.082
H (5.74, 0.11, 0.54)  0.089
H (-0.63, 1.76, 2.85)  0.085
N (-3.10, 3.33, 3.83)  0.156
H (-1.51, -0.16, -0.27)  0.090
O (4.66, -1.96, -3.62)  -0.091
H (3.84, -0.88, 1.20)  0.072
C (-1.33, 4.92, 0.43)  -0.242
O (-1.25, -1.76, -1.98)  -0.182
H (-4.06, 3.50, 3.57)  0.119
H (2.64, 0.91, 2.34)  0.009
C (1.28, -4.26, -2.50)  -0.196
H (-2.26, 0.88, -3.07)  0.065
H (1.47, 0.99, -1.96)  0.056
H (1.54, 2.33, 1.36)  -0.007
H (-0.85, 3.40, 3.33)  0.112
C (2.39, 4.02, 0.67)  -0.153
C (-4.57, -1.56, -1.01)  -0.656
H (3.58, -0.33, -2.89)  0.056
H (-0.51, 5.88, -0.89)  0.088
C (4.91, 0.22, -0.15)  -0.092
H (1.76, -0.62, -0.26)  0.083
H (2.77, 0.19, 4.88)  0.073
O (1.00, 0.81, 1.37)  -0.027
H (0.84, -3.50, -1.85)  0.061
H (2.35, -4.05, -2.47)  0.070
C (-1.53, -4.09, 0.67)  -0.119
O (-1.42, 5.76, -0.59)  -0.090
H (-5.68, -3.16, -0.89)  0.126
H (-5.65, 0.13, -1.40)  0.116
N (-4.72, -0.25, -1.32)  0.196
H (1.26, 2.75, -2.13)  0.066
C (-1.47, -2.17, -3.34)  -0.104
H (3.15, -1.75, -2.20)  0.058
H (-2.05, -1.37, -3.80)  0.066
H (-0.53, -2.30, -3.88)  0.071
C (1.87, 1.89, -2.42)  -0.125
N (-5.75, -2.15, -0.88)  0.178
H (0.87, -4.03, -3.49)  0.077
H (-1.37, 1.26, 0.85)  0.104
N (0.76, -0.68, -0.19)  0.201
O (3.77, -0.59, 0.28)  -0.153
H (1.74, 4.24, -0.17)  0.051
H (-6.60, -1.67, -1.13)  0.114
H (0.13, -1.97, 2.12)  0.065
O (3.23, 1.09, 3.08)  -0.126
H (-2.01, 2.62, -3.26)  0.090
H (-0.74, -3.79, 2.86)  0.052
H (-1.26, -4.30, -0.36)  0.078
H (-2.07, -3.09, -3.38)  0.090
H (-3.80, 2.47, -1.75)  0.095
H (-1.09, 3.98, -0.04)  0.075
N (-1.01, 0.45, 0.36)  0.248
H (4.73, -2.88, -3.35)  0.072
C (-2.54, 2.31, 3.26)  -0.813
H (-2.12, -1.63, -1.59)  -0.003
C (0.56, -2.72, 3.96)  -0.808
O (-3.18, 1.38, 2.85)  0.043
O (0.86, -5.51, -2.08)  -0.091
H (2.68, 1.92, 4.84)  0.080
C (-2.08, 1.81, -2.53)  -0.139
H (-3.88, 0.30, -1.30)  0.068
O (-3.00, 2.01, -1.48)  -0.137
O (1.13, -2.61, 4.99)  0.064
N (-0.43, -3.54, 3.79)  0.173
N (-1.25, 2.49, 3.18)  0.196
H (-0.44, 5.19, 1.00)  0.076
H (4.53, 1.23, -0.27)  0.060
H (2.86, 2.01, -1.98)  0.071
H (-0.85, -4.51, 1.42)  0.061
O (-3.53, -2.14, -0.78)  0.027
H (1.58, -1.40, 2.79)  0.090
H (-2.48, -4.58, 0.91)  0.086
C (2.48, 1.03, 4.25)  -0.178
O (-1.55, -2.70, 1.01)  -0.145
H (2.53, -1.38, -3.76)  0.077
H (-2.21, -2.34, 0.41)  0.011
H (-0.65, -4.11, 4.59)  0.123
H (1.33, -5.66, -1.25)  0.085
H (1.43, 0.85, 4.02)  0.068
O (1.64, 3.26, 1.60)  -0.141

[2]
ORCA calculation (the ωB97M-V functional and the def2-TZVPD basis) on a structure of composition C31H23ClN6O6Tl.

Its total energy is -70959.658 eV. For the HOMO energy, the calculation gives -11.22 eV. The total charge is +1.

Each line ends with the Löwdin charge.
Element x y z (Å)
C (-2.23, -0.97, 2.66)  -0.097
C (-0.13, 4.24, -1.17)  -0.035
C (3.14, 2.34, 1.02)  -0.004
H (2.08, -4.88, 1.46)  0.130
O (-1.95, -0.63, -0.71)  -0.037
H (-5.45, -0.61, 3.53)  0.121
H (-3.53, -2.21, 3.81)  0.116
C (-3.05, -2.15, -2.83)  -0.004
C (2.61, -2.08, 3.29)  0.041
C (-1.94, -1.32, -2.98)  -0.139
N (0.91, -1.75, 1.66)  0.104
C (0.07, 2.95, -0.77)  -0.100
O (0.75, 0.92, 2.40)  -0.115
H (6.18, 3.64, 0.25)  0.110
H (2.18, -1.25, -1.64)  0.137
C (3.14, 1.29, 0.09)  -0.209
Tl (-0.11, 0.12, 0.53)  1.099
C (-4.28, 0.76, 2.39)  0.010
H (-4.51, -3.37, -3.84)  0.110
C (-3.42, -1.29, 3.25)  -0.033
H (-1.38, -1.65, 2.73)  0.106
C (-1.29, 4.88, -0.74)  -0.030
O (-1.04, -3.14, 0.16)  0.138
C (1.99, -3.86, 1.82)  0.030
H (-1.72, -1.34, -6.37)  0.110
H (0.01, -4.65, -1.27)  0.146
C (-3.66, -2.71, -3.94)  -0.087
C (5.36, 1.93, -0.73)  -0.008
C (-3.17, -2.40, -5.20)  -0.664
H (3.18, -1.65, 4.10)  0.132
H (-0.59, -0.39, -4.36)  0.121
C (-4.48, -0.39, 3.10)  -0.032
C (2.78, -3.38, 2.86)  0.001
H (-3.68, 2.83, 1.32)  0.135
H (-1.50, 5.90, -1.03)  0.123
H (0.95, 2.41, -1.08)  0.105
N (-2.02, 0.16, 1.95)  0.061
N (-0.79, 2.27, 0.02)  0.072
H (-5.08, 1.48, 2.26)  0.123
H (0.60, 4.74, -1.79)  0.118
C (-1.29, -0.75, -1.78)  -0.591
O (0.68, -4.35, -0.65)  0.143
O (2.01, 0.45, 4.19)  0.093
H (4.28, 3.97, 1.76)  0.112
N (-2.87, 2.25, 1.19)  0.153
H (2.31, 2.47, 1.70)  0.106
C (-2.18, 4.20, 0.05)  0.011
C (-2.08, -1.56, -5.37)  -0.090
C (1.06, -3.01, 1.26)  -0.168
C (1.47, 0.16, 3.14)  -0.586
H (-3.10, 4.67, 0.39)  0.124
H (6.20, 1.77, -1.39)  0.116
C (5.34, 2.96, 0.19)  -0.072
N (3.91, 0.00, -1.53)  0.149
Cl (-3.95, -3.07, -6.60)  0.695
C (4.24, 1.11, -0.75)  -0.181
C (-1.46, -1.03, -4.25)  -0.008
N (2.18, 0.31, -0.19)  0.053
C (1.67, -1.28, 2.66)  -0.150
C (-1.91, 2.87, 0.42)  -0.252
C (2.69, -0.42, -1.16)  -0.134
H (3.52, -4.03, 3.33)  0.124
C (-3.02, 1.02, 1.83)  -0.264
C (4.25, 3.16, 1.05)  -0.061
H (4.47, -0.41, -2.26)  0.168
O (-0.06, -0.41, -1.81)  -0.054
C (0.10, -3.50, 0.22)  -0.464
H (-3.41, -2.36, -1.83)  0.124

[3]
ORCA calculation (the ωB97M-V functional and the def2-TZVPD basis) on an isolated molecule of CHCl3.

Its total energy is -38620.292 eV. For the HOMO energy, the calculation gives -11.16 eV. The calculation puts the energy above the lowest of the compared OMol25 structures with the same formula, charge and spin at 1.5 kcal per mole.

Each line ends with the Löwdin charge.
Element x y z (Å)
C (0.00, -0.09, 0.10)  -1.512
Cl (-0.41, 1.39, 1.03)  0.498
Cl (-1.05, -0.24, -1.33)  0.492
H (-0.22, -0.98, 0.69)  0.016
Cl (1.68, -0.07, -0.48)  0.507

[4]
ORCA calculation (the ωB97M-V functional and the def2-TZVPD basis) on a structure of composition C4H7NO2S.

Its total energy is -20677.294 eV. For the HOMO energy, the calculation gives -8.93 eV. The calculation puts the energy above the lowest of the compared OMol25 structures with the same formula, charge and spin at 125.5 kcal per mole.

Each line ends with the Löwdin charge.
Element x y z (Å)
C (0.57, -0.55, 1.11)  -0.273
C (-1.12, 0.91, 0.13)  -0.138
H (-1.26, 2.12, 0.02)  0.187
O (1.11, 1.76, 0.14)  -0.057
C (0.90, -0.29, -1.06)  -0.448
N (-2.11, 0.21, -0.04)  0.072
H (2.08, 1.44, 0.02)  0.098
H (-0.10, -1.44, 0.91)  0.065
H (1.20, 0.28, -1.90)  0.089
H (0.28, -1.13, -1.30)  0.081
C (0.33, 0.61, -0.02)  -0.669
H (-2.69, -1.49, -0.31)  0.073
H (0.49, -0.32, 2.31)  0.148
O (-1.80, -1.27, -0.05)  -0.103
S (2.10, -0.83, 0.05)  0.876

[5]
ORCA calculation (the ωB97M-V functional and the def2-TZVPD basis) on an isolated molecule of C5H8N2.

Its total energy is -8291.617 eV. For the HOMO energy, the calculation gives -9.09 eV. The calculation puts the energy above the lowest of the compared OMol25 structures with the same formula, charge and spin at 77.9 kcal per mole.

Each line ends with the Löwdin charge.
Element x y z (Å)
C (0.91, 1.04, -1.22)  -0.199
H (1.97, 1.13, -1.54)  0.111
H (-0.08, 2.20, 1.55)  0.086
H (-1.69, -1.87, 1.68)  0.078
C (0.68, -0.20, -0.36)  -0.295
C (-0.68, -0.47, 0.25)  -0.253
N (0.54, 0.26, 0.98)  0.006
H (-0.24, -2.46, 0.73)  0.075
H (1.34, -1.19, -0.52)  0.179
C (0.30, 1.66, 0.76)  -0.199
H (-1.65, -2.14, -0.42)  0.154
N (0.54, 2.24, -0.41)  0.079
H (0.49, 1.11, -2.19)  0.090
H (-1.27, 0.51, 0.01)  0.158
C (-1.17, -1.82, 0.70)  -0.070

[6]
ORCA calculation (the ωB97M-V functional and the def2-TZVPD basis) on a structure of composition C7H12HgO3.

Its total energy is -17758.283 eV. For the HOMO energy (alpha / beta), the calculation gives -10.50 / -12.76 eV. Its spin multiplicity is 2. The total charge is +1.

Each line ends with the Löwdin spin population.
Element x y z (Å)
H (-0.53, -1.10, -0.20)  0.001
Hg (-2.20, -5.16, -1.37)  0.662
C (1.22, 0.49, 3.15)  0.000
O (-1.02, -3.57, -1.06)  0.139
C (2.06, 1.19, 3.92)  0.000
H (-1.63, 1.00, -1.27)  0.000
H (-0.40, 3.10, -0.59)  0.000
C (-0.71, 0.52, -1.62)  0.001
C (0.52, 2.50, -0.60)  0.000
H (0.27, -1.41, -1.76)  0.002
H (2.67, 0.70, 4.68)  0.000
H (0.30, 0.93, 2.76)  0.000
H (1.45, 3.07, -0.71)  0.000
H (2.22, 2.26, 3.77)  0.000
H (-0.73, 0.64, -2.74)  0.000
C (-1.92, -2.90, -1.62)  0.041
C (0.47, 1.32, -1.39)  0.000
H (1.28, -0.60, 3.20)  0.000
O (-1.79, -1.58, -1.78)  0.016
O (-2.98, -3.43, -2.05)  0.135
H (0.61, 2.01, 0.43)  0.000
C (-0.61, -0.96, -1.29)  0.004
H (1.41, 0.98, -1.84)  0.000

F_max for every record listed, in sequence, given in eV/A: 5.89 0.39 0.86 6.38 4.72 9.57.